1.
The following is a DFT calculation (wB97M-V/def2-TZVPD) of a 2-piece molecular cluster, H2 overall.

ORCA input file:
```
! RIJCOSX wB97M-V def2-TZVPD def2/J DEFGRID3
* xyz 0 1
H 0.05 0.91 0.79
H -0.05 -0.91 -0.79
*
```

***

2.
The following is a DFT calculation (wB97M-V/def2-TZVPD) of a 2-piece molecular cluster, H2 overall.

ORCA input file:
```
! RIJCOSX wB97M-V def2-TZVPD def2/J DEFGRID3
* xyz 0 1
H 0.00 0.00 0.60
H 0.00 0.00 -0.60
*
```

***

Stability check: which of them is least stable? 1.

***

1.
The following is a DFT calculation (wB97M-V/def2-TZVPD) of one molecule with the formula CH2NO2P.

ORCA input file:
```
! RIJCOSX wB97M-V def2-TZVPD def2/J DEFGRID3
* xyz 0 1
C 0.00 -0.19 -1.01
N 1.05 -0.10 -0.34
P 0.58 0.69 1.23
O -1.06 0.63 0.81
O -1.21 0.09 -0.52
H 0.05 -0.62 -2.05
H 0.60 -0.49 1.89
*
```

Results
SMILES: C1=NPOO1

***

2.
The following is a DFT calculation (wB97M-V/def2-TZVPD) of one molecule with the formula CH2NO2P.

ORCA input file:
```
! RIJCOSX wB97M-V def2-TZVPD def2/J DEFGRID3
* xyz 0 1
C -0.90 0.08 0.02
N 0.01 1.14 0.13
O 2.64 -0.11 0.04
O 0.01 -0.99 0.14
P 1.23 0.14 0.05
H -1.76 -0.15 0.61
H -1.23 -0.12 -0.98
*
```

***

Stability check: which of them is least stable? 1.

***

1.
The following is a DFT calculation (wB97M-V/def2-TZVPD) of a 2-piece molecular cluster, C2H8OS overall.

ORCA input file:
```
! RIJCOSX wB97M-V def2-TZVPD def2/J DEFGRID3
* xyz 0 1
C 2.36 -0.42 -1.08
O 1.91 -1.31 -0.02
H 2.88 0.43 -0.62
H 3.05 -0.91 -1.75
H 1.50 0.07 -1.54
H 2.13 -2.13 -0.48
C -1.93 0.64 1.26
S -3.47 0.20 0.46
H -1.24 -0.18 1.41
H -1.50 1.53 0.79
H -2.25 1.07 2.20
H -3.45 1.01 -0.63
*
```

Results
SMILES: CO.CS

***

2.
The following is a DFT calculation (wB97M-V/def2-TZVPD) of C2H8OS as an isolated structure.

ORCA input file:
```
! RIJCOSX wB97M-V def2-TZVPD def2/J DEFGRID3
* xyz 0 1
O -1.57 2.30 -0.28
H -1.00 1.92 0.26
H -1.49 1.99 -1.15
H -4.62 -2.07 -2.17
C 2.57 0.24 1.08
C 1.52 -0.62 0.89
S 1.52 -1.05 -0.98
H 2.46 1.18 1.36
H -5.37 -1.90 -2.45
H 3.68 0.03 0.88
H 0.53 -0.31 1.35
H 1.77 -1.72 1.21
*
```

***

Stability check: which of them is least stable? 2.

***

1.
The following is a DFT calculation (wB97M-V/def2-TZVPD) of C10H26InN2O3 as an isolated structure.

ORCA input file:
```
! RIJCOSX wB97M-V def2-TZVPD def2/J DEFGRID3
* xyz 3 1
In -17.52 -9.85 -23.10
C -14.96 -11.31 -20.85
O -16.31 -10.99 -21.01
C -17.11 -12.06 -20.53
C -18.58 -11.60 -20.41
N -19.05 -11.38 -21.79
C -20.37 -10.80 -21.68
C -20.88 -10.78 -23.12
O -20.14 -9.75 -23.89
C -20.82 -9.54 -25.17
H -14.67 -12.12 -21.51
H -14.76 -11.43 -19.78
H -14.59 -10.31 -21.09
H -16.73 -12.45 -19.59
H -16.99 -12.86 -21.26
H -18.67 -10.71 -19.80
H -19.23 -12.31 -19.89
H -19.24 -12.21 -22.32
H -20.32 -9.81 -21.23
H -21.09 -11.45 -21.19
H -21.95 -10.55 -23.09
H -20.80 -11.75 -23.60
H -20.74 -10.39 -25.86
H -20.30 -8.70 -25.62
H -21.86 -9.22 -25.09
C -19.57 -6.11 -24.67
C -18.67 -7.33 -24.37
C -17.23 -6.94 -24.15
O -16.41 -7.99 -23.70
C -15.07 -7.61 -23.27
N -19.29 -8.03 -23.21
H -19.30 -5.54 -25.56
H -19.52 -5.36 -23.88
H -20.62 -6.39 -24.78
H -18.75 -7.98 -25.25
H -17.32 -6.20 -23.37
H -16.91 -6.44 -25.07
H -14.59 -8.46 -22.80
H -15.13 -6.80 -22.55
H -14.52 -7.28 -24.15
H -19.11 -7.52 -22.35
H -20.30 -8.04 -23.23
*
```

***

2.
The following is a DFT calculation (wB97M-V/def2-TZVPD) of C10H26InN2O3 as an isolated structure.

ORCA input file:
```
! RIJCOSX wB97M-V def2-TZVPD def2/J DEFGRID3
* xyz 3 1
In 0.25 -0.99 -0.30
C 3.46 -2.22 1.48
O 2.13 -1.77 1.79
C 1.89 -1.60 3.17
C 0.85 -0.48 3.35
N -0.37 -0.73 2.56
C -1.33 0.37 2.74
C -2.62 0.15 1.98
O -2.44 0.13 0.59
C -3.62 -0.31 -0.15
H 3.54 -3.29 1.69
H 4.22 -1.68 2.04
H 3.75 -1.97 0.46
H 2.80 -1.28 3.69
H 1.61 -2.58 3.57
H 1.29 0.50 3.17
H 0.61 -0.55 4.42
H -0.83 -1.52 3.03
H -0.88 1.33 2.47
H -1.61 0.47 3.80
H -3.28 0.97 2.29
H -3.20 -0.71 2.33
H -4.51 0.26 0.15
H -3.78 -1.38 0.00
H -3.30 -0.13 -1.17
C -1.43 2.31 -3.46
C -0.63 1.11 -2.99
C 0.87 1.25 -3.11
O 1.43 0.09 -2.58
C 2.79 -0.19 -2.91
N -0.98 0.92 -1.57
H -1.06 2.66 -4.43
H -1.26 3.23 -2.89
H -2.49 2.09 -3.39
H -1.02 0.32 -3.64
H 1.34 2.14 -2.68
H 1.10 1.32 -4.18
H 2.90 -0.78 -3.82
H 3.12 -0.87 -2.13
H 3.46 0.67 -2.87
H -0.75 1.74 -0.99
H -2.01 1.01 -1.52
*
```

***

Stability check: which of them is least stable? 2.

***

1.
The following is a DFT calculation (wB97M-V/def2-TZVPD) of a 2-piece molecular cluster, C4H10N3O2 overall.

ORCA input file:
```
! RIJCOSX wB97M-V def2-TZVPD def2/J DEFGRID3
* xyz 1 1
C -0.95 0.70 -1.76
C -0.33 -1.93 1.34
C 1.21 -1.70 1.22
C 0.13 0.31 1.13
N 0.51 2.24 -0.91
N -0.03 0.98 -0.97
N -0.85 -0.53 1.25
O -1.38 1.34 -2.75
O 1.28 -0.22 1.17
H -0.75 -2.36 0.53
H -0.64 -2.47 2.33
H 2.00 -1.91 2.07
H 1.67 -2.22 0.34
H -1.30 -0.41 -1.77
H 1.61 2.20 -0.77
H 0.53 2.76 -1.75
H 0.10 1.37 1.01
H -0.99 2.14 -3.01
H -1.82 -0.29 1.31
*
```

***

2.
The following is a DFT calculation (wB97M-V/def2-TZVPD) of a 2-piece molecular cluster, C4H10N3O2 overall.

ORCA input file:
```
! RIJCOSX wB97M-V def2-TZVPD def2/J DEFGRID3
* xyz 1 1
C 0.79 1.09 0.81
C 1.43 1.11 -0.23
C -0.23 0.86 1.86
C -0.41 0.10 -1.70
N 0.38 0.60 -2.71
N -0.36 -1.12 -1.24
N -0.52 -0.61 2.02
O -1.04 -1.50 -0.24
O 0.73 -1.94 -1.77
H -0.75 -0.98 0.98
H 2.18 1.06 -0.93
H -1.08 1.42 1.54
H 0.13 1.31 2.72
H -1.10 0.71 -1.28
H 1.07 -0.16 -3.15
H -0.29 1.05 -3.33
H 0.17 -0.99 2.59
H 0.51 -2.89 -1.61
H -1.42 -0.97 2.48
*
```

***

Stability check: which of them is least stable? 2.

***

1.
The following is a DFT calculation (wB97M-V/def2-TZVPD) of an isolated ion of composition C2H4O3P and charge -1.

ORCA input file:
```
! RIJCOSX wB97M-V def2-TZVPD def2/J DEFGRID3
* xyz -1 3
C 0.56 0.55 -0.19
C -0.81 0.78 -0.79
O -0.16 -0.78 1.93
O 0.04 -2.22 -0.11
O 1.30 1.50 -0.06
P 0.59 -1.13 0.73
H 1.93 -1.60 1.31
H -0.75 1.61 -1.61
H -1.28 1.28 -0.01
H -1.41 0.01 -1.19
*
```

Results
Expectation value of S²: 2.009

***

2.
The following is a DFT calculation (wB97M-V/def2-TZVPD) of an isolated ion of composition C2H4O3P and charge -1.

ORCA input file:
```
! RIJCOSX wB97M-V def2-TZVPD def2/J DEFGRID3
* xyz -1 3
C 1.98 -0.31 -0.49
C 0.78 0.08 -0.12
O -3.00 -0.76 -0.03
O -1.75 1.50 -0.05
O -0.45 -0.69 -0.43
P -1.82 0.05 0.33
H 2.79 0.53 -0.37
H 2.19 -1.30 -0.79
H 0.71 1.19 0.17
H -1.43 -0.28 1.77
*
```

Results
Expectation value of S²: 2.007

***

Stability check: which of them is least stable? 2.

***

1.
The following is a DFT calculation (wB97M-V/def2-TZVPD) of one molecule with the formula C5H11NO2S.

ORCA input file:
```
! RIJCOSX wB97M-V def2-TZVPD def2/J DEFGRID3
* xyz 0 1
C 0.29 0.04 -3.07
S -1.80 -0.07 -2.55
C -1.49 -0.69 -0.75
C -0.27 -0.05 -0.08
C -0.10 -0.13 1.66
N -1.02 0.52 2.44
C 1.54 0.14 1.77
O 1.95 0.95 2.54
O 2.59 -0.66 1.15
H 0.25 0.23 -4.22
H 0.85 -1.15 -3.11
H 0.97 0.87 -2.30
H -1.49 -1.72 -1.00
H -2.41 -0.33 -0.32
H 0.62 -0.46 -0.41
H -0.36 1.07 -0.36
H -0.16 -1.13 1.79
H -1.22 1.64 2.01
H -0.78 0.45 3.56
H 3.34 -0.18 1.42
*
```

Results
SMILES: CSCC[C@H](N)C(=O)O

***

2.
The following is a DFT calculation (wB97M-V/def2-TZVPD) of C5H11NO2S as an isolated structure.

ORCA input file:
```
! RIJCOSX wB97M-V def2-TZVPD def2/J DEFGRID3
* xyz 0 1
C 2.86 0.10 -0.67
C -0.91 0.76 0.00
C -0.32 2.13 0.15
C -2.18 0.60 -0.08
C -2.93 -0.77 -0.45
H 3.42 -0.93 -0.82
H 3.21 0.66 -1.60
H 3.24 0.76 0.32
H 1.09 -0.40 -1.76
H -0.39 2.45 1.40
H 0.88 1.90 -0.41
H -0.99 2.90 -0.46
H -2.68 1.59 -0.24
H -2.22 -1.54 -0.26
H -3.92 -0.83 0.14
H -3.01 -0.87 -1.71
N 1.38 0.04 -0.87
O 0.96 -0.36 1.69
O -0.14 -1.70 -0.01
S 0.38 -0.40 0.27
*
```

***

Stability check: which of them is least stable? 2.

***

1.
The following is a DFT calculation (wB97M-V/def2-TZVPD) of one molecule with the formula C8H10N2O2S.

ORCA input file:
```
! RIJCOSX wB97M-V def2-TZVPD def2/J DEFGRID3
* xyz 0 1
C 2.25 2.07 -0.04
C 2.57 0.63 -0.08
C 3.94 0.15 0.13
C 4.15 -1.24 -0.02
S 2.64 -1.94 -0.18
C 1.67 -0.42 -0.19
C 0.11 -0.72 -0.07
N -0.63 0.42 -0.20
N -2.04 0.01 -0.19
C -2.79 -1.09 -0.14
O -2.55 -2.27 -0.09
C -4.34 -0.61 0.39
O -4.63 0.60 -0.24
H 1.50 2.46 0.73
H 1.56 2.43 -0.90
H 3.14 2.68 0.10
H 4.80 0.74 0.34
H 5.05 -1.80 0.23
H -0.27 -1.73 0.24
H -2.63 0.90 -0.28
H -5.13 -1.29 0.05
H -4.13 -0.39 1.68
H -4.23 0.40 -1.23
*
```

Results
SMILES: Cc1ccsc1/C=N/NC(=O)CO

***

2.
The following is a DFT calculation (wB97M-V/def2-TZVPD) of one molecule with the formula C8H10N2O2S.

ORCA input file:
```
! RIJCOSX wB97M-V def2-TZVPD def2/J DEFGRID3
* xyz 0 1
C 2.13 1.84 -0.92
C 1.10 1.19 -0.13
C -0.08 0.91 -0.54
C -1.16 0.33 0.34
C -1.57 -1.10 -0.18
C -1.45 -2.33 0.69
N -2.93 -0.61 -0.34
C -4.20 -0.97 -0.43
O -4.67 -2.09 -0.52
S -5.05 0.69 -0.20
C -3.58 1.65 0.26
O -3.47 2.80 0.60
N -2.58 0.67 0.10
H 2.09 2.86 -0.66
H 3.02 1.35 -0.74
H 2.00 1.79 -1.91
H 1.43 1.07 0.92
H -0.42 1.32 -1.57
H -0.92 0.37 1.45
H -0.99 -1.33 -1.09
H -1.74 -2.09 1.64
H -0.31 -2.59 0.72
H -1.81 -3.27 0.21
*
```

Results
SMILES: C/C=C/[C@@H]1[C@@H](C)n2c(=O)sc(=O)n21

***

Stability check: which of them is least stable? 1.

***

1.
The following is a DFT calculation (wB97M-V/def2-TZVPD) of an isolated ion of composition CH4NO2 and charge +1.

ORCA input file:
```
! RIJCOSX wB97M-V def2-TZVPD def2/J DEFGRID3
* xyz 1 1
C 0.33 -0.49 0.26
N -0.86 0.28 -0.05
O 2.69 -0.08 -0.30
O 1.36 0.08 -0.26
H 0.27 -1.39 0.82
H -1.62 0.12 0.55
H -1.37 0.17 -1.02
H -0.81 1.31 0.00
*
```

***

2.
The following is a DFT calculation (wB97M-V/def2-TZVPD) of a 2-piece molecular cluster, CH4NO2 overall.

ORCA input file:
```
! RIJCOSX wB97M-V def2-TZVPD def2/J DEFGRID3
* xyz 1 1
C 0.53 -0.03 0.39
N -0.71 0.04 -0.44
O 1.57 -0.69 -0.11
O 1.56 0.73 0.05
H 0.07 -0.21 2.07
H -0.61 0.77 -1.18
H -1.55 0.25 0.13
H -0.86 -0.87 -0.92
*
```

***

Stability check: which of them is least stable? 2.

***

1.
The following is a DFT calculation (wB97M-V/def2-TZVPD) of an isolated ion of composition C5H13N2O and charge -2.

ORCA input file:
```
! RIJCOSX wB97M-V def2-TZVPD def2/J DEFGRID3
* xyz -2 2
C 1.63 0.08 -0.81
C 0.48 0.42 0.17
C -0.61 1.30 -0.64
C -1.82 0.52 -1.17
N -1.62 0.02 -2.53
N -0.22 -0.64 0.87
C 0.46 -0.97 2.22
O 1.76 -0.76 2.31
H 2.43 -0.24 -0.13
H 1.89 0.75 -1.62
H 1.46 -0.85 -1.37
H 0.88 1.16 0.85
H -1.00 2.05 0.08
H -0.12 1.89 -1.40
H -2.68 1.23 -1.18
H -2.17 -0.32 -0.57
H -1.41 0.85 -3.10
H -0.82 -0.57 -2.73
H -0.21 -1.44 0.24
H 0.17 -2.07 2.45
H -0.13 -0.35 2.91
*
```

Results
Expectation value of S²: 0.751

***

2.
The following is a DFT calculation (wB97M-V/def2-TZVPD) of an isolated ion of composition C5H13N2O and charge -2.

ORCA input file:
```
! RIJCOSX wB97M-V def2-TZVPD def2/J DEFGRID3
* xyz -2 2
C 0.93 -1.42 -0.51
N 0.20 -2.56 0.13
C 0.33 -0.02 -0.30
C -0.25 0.22 1.13
C -1.70 -0.20 1.41
N 1.23 1.01 -0.75
C 0.55 2.16 -1.71
O 0.30 3.21 -0.93
H 1.92 -1.64 -0.08
H 1.01 -1.65 -1.59
H 0.22 -2.37 1.13
H -0.78 -2.63 -0.10
H -0.59 -0.04 -0.91
H 0.40 -0.14 1.95
H -0.11 1.32 1.28
H -2.37 0.68 1.36
H -2.16 -0.92 0.71
H -1.61 -0.80 2.36
H 1.55 1.58 0.03
H -0.46 2.00 -2.19
H 1.38 2.21 -2.42
*
```

Results
Expectation value of S²: 0.751

***

Stability check: which of them is least stable? 2.

***

1.
The following is a DFT calculation (wB97M-V/def2-TZVPD) of a 2-piece molecular cluster, C2H3NO overall.

ORCA input file:
```
! RIJCOSX wB97M-V def2-TZVPD def2/J DEFGRID3
* xyz 0 3
C -2.22 -0.08 0.21
C 2.05 -0.55 -0.14
N -1.24 -0.26 0.80
O 1.16 0.47 -0.13
H 0.27 0.21 0.46
H -2.93 0.27 -0.46
H 2.92 -0.06 -0.73
*
```

Results
Expectation value of S²: 2.005

***

2.
The following is a DFT calculation (wB97M-V/def2-TZVPD) of one molecule with the formula C2H3NO.

ORCA input file:
```
! RIJCOSX wB97M-V def2-TZVPD def2/J DEFGRID3
* xyz 0 3
C 1.03 -0.07 -0.13
C -0.83 0.10 0.09
N 0.17 0.66 -0.76
O 0.20 -0.75 0.72
H 2.15 -0.31 -0.30
H -1.09 0.90 0.65
H -1.62 -0.53 -0.27
*
```

Results
Expectation value of S²: 2.006

***

Stability check: which of them is least stable? 2.

***

1.
The following is a DFT calculation (wB97M-V/def2-TZVPD) of one molecule with the formula C15H23NO4.

ORCA input file:
```
! RIJCOSX wB97M-V def2-TZVPD def2/J DEFGRID3
* xyz 0 1
C -3.13 -3.13 0.54
C -3.03 -1.63 0.30
C -1.74 -1.28 -0.45
C -1.31 0.18 -0.23
C -0.51 0.74 -1.42
O -1.27 0.68 -2.61
C 0.79 -0.03 -1.71
C 1.79 -0.10 -0.56
C 2.28 1.28 -0.12
C 3.32 1.19 0.97
O 3.48 2.04 1.82
N 4.10 0.06 0.95
C 4.05 -1.02 0.09
O 4.81 -1.94 0.22
C 3.01 -0.91 -1.00
C -2.55 1.01 0.02
O -2.93 1.88 -0.73
C -3.27 0.65 1.31
C -4.74 1.06 1.24
C -3.09 -0.84 1.61
H -3.05 -3.68 -0.40
H -4.08 -3.39 1.00
H -2.32 -3.46 1.20
H -3.89 -1.33 -0.32
H -1.88 -1.44 -1.52
H -0.94 -1.94 -0.11
H -0.70 0.25 0.68
H -0.27 1.79 -1.20
H -2.05 1.23 -2.47
H 0.51 -1.04 -2.02
H 1.25 0.46 -2.57
H 1.33 -0.60 0.30
H 2.74 1.80 -0.97
H 1.47 1.91 0.25
H 4.80 0.00 1.69
H 3.48 -0.44 -1.86
H 2.73 -1.93 -1.30
H -2.79 1.24 2.10
H -5.21 0.96 2.22
H -5.28 0.44 0.53
H -4.82 2.09 0.92
H -2.17 -1.02 2.17
H -3.93 -1.19 2.22
*
```

Results
SMILES: C[C@@H]1C[C@@H]([C@H](O)CC2CC(=O)NC(=O)C2)C(=O)[C@@H](C)C1

***

2.
The following is a DFT calculation (wB97M-V/def2-TZVPD) of one molecule with the formula C15H23NO4.

ORCA input file:
```
! RIJCOSX wB97M-V def2-TZVPD def2/J DEFGRID3
* xyz 0 1
C 4.40 0.15 1.68
C 4.31 1.46 0.90
O 3.55 1.39 -0.29
C 4.13 0.67 -1.37
C 3.65 -0.78 -1.49
C 2.14 -0.88 -1.73
N 1.39 -0.35 -0.62
C 0.77 -1.14 0.28
O 0.67 -2.34 0.18
C 0.13 -0.35 1.42
C -1.17 0.21 0.91
C -1.32 1.56 0.61
C -2.52 2.01 0.11
C -3.60 1.16 -0.12
O -4.70 1.79 -0.61
C -5.91 1.10 -0.82
C -3.44 -0.21 0.16
O -4.50 -1.06 -0.08
C -4.33 -2.43 0.17
C -2.23 -0.65 0.68
H 4.81 0.35 2.67
H 5.06 -0.56 1.18
H 3.42 -0.30 1.80
H 3.78 2.21 1.50
H 5.32 1.83 0.68
H 5.22 0.69 -1.30
H 3.83 1.22 -2.27
H 4.17 -1.24 -2.33
H 3.89 -1.34 -0.59
H 1.85 -1.93 -1.85
H 1.87 -0.32 -2.64
H 1.54 0.62 -0.41
H 0.79 0.45 1.75
H -0.05 -1.04 2.25
H -0.51 2.25 0.78
H -2.67 3.06 -0.11
H -6.62 1.86 -1.17
H -5.81 0.33 -1.59
H -6.29 0.65 0.10
H -5.27 -2.89 -0.12
H -4.15 -2.62 1.24
H -3.51 -2.86 -0.42
H -2.08 -1.70 0.89
*
```

Results
SMILES: CCOCCCNC(=O)Cc1ccc(OC)c(OC)c1

***

Stability check: which of them is least stable? 2.